# 1
C14H42BBeF4O7S7 | ωB97M-V/def2-TZVPD

Element x y z (Å)
H -1.6664 3.6436 1.9602
H 3.7207 2.8229 -1.2263
C -3.8458 -1.8266 0.5702
O -1.6639 -0.5219 1.2110
H -3.2803 2.8886 -2.9672
O -1.6925 1.7017 0.0318
O 2.4033 0.7961 0.2122
H -1.6341 1.8514 4.3207
H 2.1437 -3.7701 3.3099
S -2.1982 -1.8981 1.2991
F 2.5320 1.8915 -3.2133
H -3.0068 -3.2639 3.0893
H 2.7747 3.2862 1.4027
H -1.8511 -2.0878 3.6186
Be 0.2737 0.2603 -0.0223
S 2.2918 -2.7140 -0.7542
H 4.4919 3.3941 1.2037
S 1.4153 -1.5043 3.1144
H -0.7503 -1.8557 -4.8398
C -2.6183 2.2852 -2.3443
C -0.9820 -1.0588 -4.1346
F 1.2838 0.3275 -2.0523
H 0.7480 -3.9211 -2.1264
H -4.2732 3.1644 0.7550
H 3.6906 -2.0938 3.3876
S 0.1050 2.2960 2.8339
C 3.1866 -1.2460 2.9192
S 3.7809 1.2259 0.5386
H 3.9582 -0.9587 -0.8766
F 0.2972 1.6122 -3.6681
C 3.5781 -1.7338 -1.5391
H -4.6019 1.7888 -0.3647
H 3.4147 -1.3232 1.8567
B 1.2871 1.6456 -2.6565
H -4.7014 3.4317 -0.9392
H 3.1186 -1.1689 -2.3524
H 3.8215 2.4513 2.5814
H -0.1214 4.4962 2.0029
F 0.9429 2.5782 -1.6721
C 3.6994 2.7252 1.5363
H 4.3857 -2.3947 -1.8447
O 0.4618 1.8594 1.4508
H -3.5520 -1.3717 -3.0531
C 4.4142 2.0349 -0.9236
H 3.4785 -0.3101 3.3797
C -2.9747 -2.2832 -2.8730
H 2.4895 -4.1717 -2.6070
O 0.7370 -0.7471 2.0370
H -2.0694 1.2620 2.6385
H 1.3864 -3.5781 1.7529
O -1.3818 -0.6133 -1.5423
H 0.3795 -3.5863 3.2433
H -0.1200 -0.4066 -4.0094
H -3.0829 1.2956 -2.3333
C -4.1565 2.7788 -0.2564
C 1.3193 -3.2743 2.7938
H -3.3965 -2.8997 -2.0893
H -1.6438 2.1778 -2.8040
C -2.7314 -2.2166 2.9787
C -1.3058 1.3560 3.4021
C 1.7209 -3.4680 -2.2869
H -1.8395 -0.4766 -4.4670
H -4.2422 -2.7804 0.2298
H -0.9392 0.3756 3.6983
H -3.4604 -1.4948 3.3442
H -2.9811 -2.7734 -3.8470
H -3.7209 -1.2127 -0.3250
S -1.2915 -1.7556 -2.5037
C -0.7801 3.8317 2.5613
H 1.6422 -2.7041 -3.0622
H 5.3956 2.4569 -0.7027
O 1.2182 -1.8169 -0.2458
H -4.5075 -1.2764 1.2369
H -1.0158 4.3293 3.5024
H 4.4955 1.4179 -1.8171
S -2.4035 2.8177 -0.6623

Cartesian forces (eV/Å) of the 6 atoms listed first:
H -0.030 -0.096 0.087
H -0.008 0.062 0.267
C -0.007 0.736 -0.496
O 0.014 0.478 0.099
H 0.233 0.528 0.338
O -0.285 -0.080 -0.125

Its frontier orbital gap is 9.15 eV. The energy above the lowest of the compared OMol25 structures with the same formula, charge and spin comes out at 0.0 kcal per mole. For the largest force on an atom, the calculation gives 1.18 eV Å⁻¹. The value obtained for the total energy is -117322.540 eV. The value obtained for the LUMO energy is -1.80 eV. The charge is +1.

# 2
C25H49N2O7Rb | ωB97M-V/def2-TZVPD

Element x y z (Å)
H 1.6915 13.0954 -18.0911
H 1.4236 14.9346 -22.0298
O 5.0820 23.9268 -25.0986
C 2.2739 20.1187 -13.6148
H 4.2329 18.5401 -13.5591
N 3.8314 21.7192 -14.7607
H 12.5452 13.9269 -22.5342
H 2.5195 24.7254 -13.7300
O 4.7038 23.4366 -23.0280
C 1.3382 14.2703 -19.8612
C -1.2822 20.1436 -20.1699
C 8.0801 14.9549 -22.1757
H 8.4504 14.0034 -21.7941
H 10.2497 13.3163 -23.0094
C 4.4786 19.3141 -14.2862
N 10.1909 16.3125 -21.8023
C 2.9074 22.8546 -14.7790
O -3.1503 18.7947 -20.8081
H 4.0585 20.1446 -11.6438
C 8.4246 17.1367 -23.4332
C 1.2420 12.9221 -19.0689
H 12.6720 17.0610 -21.4439
H -1.2418 21.1737 -20.5240
H 5.3713 21.0973 -12.3714
H 7.5678 16.9914 -24.0911
H -4.6032 20.7795 -19.5381
C 11.8105 14.7124 -22.7114
H 7.9588 17.7545 -22.6655
C 2.8640 23.5343 -16.2494
C 11.2721 15.4063 -21.4379
O 9.7255 17.2952 -20.8103
Rb 4.7327 19.7309 -19.7682
H 5.9990 24.1789 -25.2293
C 9.8329 15.2382 -24.0666
C 10.7626 14.0782 -23.5963
H 10.4313 13.5162 -20.9939
C 0.8967 14.2681 -21.3470
H 1.9782 19.4787 -14.4460
H 10.2924 14.6071 -19.6437
C 12.4912 16.1397 -20.8902
C -3.7428 20.9722 -20.1789
H 12.3531 15.4559 -23.2952
H 3.7891 24.0929 -16.3920
H 1.1788 13.2345 -21.5472
C 5.4702 23.7955 -23.8901
H 3.8932 21.8329 -11.8924
H 1.5723 21.6792 -12.3174
H 2.9864 23.4400 -12.6817
H -0.5806 19.6148 -20.8150
H 10.4541 15.9595 -24.5976
C 10.9655 14.2877 -20.4394
H 2.8401 22.7927 -17.0478
H 11.8110 13.7768 -19.9787
O 6.6249 24.1300 -23.8691
H 13.4047 15.5462 -20.9270
C -2.7549 19.8378 -20.3653
H 9.0881 17.7268 -24.0654
C 1.4111 21.3495 -13.3438
H 5.5636 19.3718 -14.3722
H -4.0834 21.2161 -21.1852
H -0.1806 14.4314 -21.3171
O 5.1605 21.9487 -15.3603
C 4.2938 20.9329 -12.3588
H 4.2460 24.2576 -13.6548
H 11.3028 13.6459 -24.4385
C 3.2186 23.8934 -13.6454
O 1.6316 15.4142 -19.4286
H -3.2310 21.8720 -19.8373
H 12.4738 16.5345 -19.8743
H 0.2009 12.6507 -18.8941
C 1.4502 22.3464 -14.4851
H 4.1457 18.9403 -15.2545
H 1.0142 21.9703 -15.4106
H 0.3628 21.0580 -13.2788
H 2.0755 24.2764 -16.3745
H 7.3742 14.7692 -22.9853
H 7.5144 15.5143 -21.4307
C 3.7682 20.5884 -13.7761
C 9.1025 15.9194 -22.7457
H 9.1531 14.9439 -24.8661
H 0.8261 23.2037 -14.2325
H 1.7427 12.0667 -19.5225
H 2.1997 19.4172 -12.7839
H -1.1036 20.2131 -19.0968

Cartesian forces (eV/Å) of the 6 atoms listed first:
H -0.005 -0.012 0.001
H -0.088 0.185 0.540
O -4.076 -0.246 -5.546
C 0.735 0.771 0.347
H 0.109 -0.256 0.136
N 0.604 -1.294 -1.323

Its frontier orbital gap is 3.13 eV. For the largest force on an atom, the calculation gives 7.46 eV Å⁻¹. The value obtained for the total energy is -44680.085 eV. The value obtained for the LUMO energy is 2.62 eV. The charge is -2.

# 3
C39H35ClN7OsP | ωB97M-V/def2-TZVPD

Element x y z (Å)
C 1.6171 3.1021 -1.8115
N 0.8724 -0.4327 3.5815
H -0.5147 -0.0710 5.7701
C 2.8846 2.9177 3.0802
H 3.5173 3.3575 3.8401
H 1.3741 0.0415 4.3236
C -2.1785 -2.9664 -0.8819
N 3.6553 -3.3668 -0.5650
C 0.8777 2.9807 1.7475
H -1.8915 0.6585 1.5090
H -0.1540 -3.3341 1.0148
H 7.0778 -0.5388 -1.8623
H -1.5351 -4.8561 -0.0709
C 5.6860 -2.0202 -1.2281
N 0.0232 -3.3733 0.0106
H 6.4039 -2.8284 -1.1903
P 0.2789 1.1699 -0.2936
C -3.3813 2.1586 1.1603
H 1.3566 -0.5619 2.7017
H 5.4235 1.2733 -1.9811
C 1.9403 2.9687 -4.1917
C 3.7748 0.0899 -1.3422
C -2.8939 3.7400 -0.5886
H -6.6858 -0.2957 -2.6697
C -2.3323 -1.0316 5.1351
Os 0.1296 -1.2377 -0.4505
C -5.4008 -1.8338 -1.9577
H -6.1308 -2.6302 -2.0180
C -1.6799 3.1063 -0.8306
H 2.3139 3.3944 -5.1135
C -5.6937 -0.5474 -2.3202
H 1.2327 -4.6722 -1.1261
H -3.9318 -2.0795 4.1402
C 2.4742 1.2015 1.4468
H 1.7495 3.6388 -0.8799
H -3.8752 -4.1648 -1.2256
C 0.9696 1.8652 -1.8149
H 2.5940 4.6107 -2.9748
H -3.1664 4.6134 -1.1662
H -2.6784 -2.3650 2.0255
C -0.3710 -0.8298 3.7292
C 1.3094 1.7304 -4.2210
C 1.2716 1.8169 1.0841
H 1.3815 4.4402 3.2314
H -2.6582 1.0082 -1.8642
H 1.1903 1.1891 -5.1498
N 2.1394 -1.7480 -0.5741
C -4.6988 0.4632 -2.2801
C 3.2774 1.7479 2.4367
H -4.6881 3.7639 0.5850
C -3.3952 0.2229 -1.8368
H -4.0410 1.8031 1.9413
C 1.3068 -4.0807 -0.2110
H -2.8672 -0.8722 6.0622
C 2.3795 -3.0631 -0.4002
H 2.8044 0.3027 0.9426
N -3.4633 -3.2407 -1.1766
N -1.9064 -1.6658 -0.9611
C 2.0972 3.6502 -2.9920
C -2.9234 -1.6936 4.0690
C -4.0846 -2.0676 -1.5289
Cl 0.0746 -0.3840 -3.1021
C -3.1021 -1.0576 -1.4169
N -0.9648 -1.4564 2.6551
H -4.9541 1.4579 -2.6217
C 5.1022 0.2905 -1.6636
C -2.1910 -1.8661 2.8583
C 1.6856 3.5268 2.7377
C -1.1431 -4.0100 -0.6401
H 1.5335 -4.7719 0.6029
H 4.2174 1.2762 2.6940
C 6.0487 -0.7439 -1.6013
C -1.3165 1.9906 -0.0783
C -3.7448 3.2667 0.4003
C 0.8424 1.2061 -3.0336
H -0.0512 3.4745 1.4939
C 3.3953 -1.1903 -0.9462
C -2.1744 1.5241 0.9191
H 3.0701 0.8998 -1.4137
C 4.3461 -2.2076 -0.9178
C -1.0402 -0.5870 4.9756
H -1.0290 3.4877 -1.6061
H 4.0590 -4.2921 -0.4983
H -0.8267 -4.3923 -1.6151

Cartesian forces (eV/Å) of the 6 atoms listed first:
C -0.011 0.027 -0.091
N -0.021 -0.122 0.036
H 0.009 0.000 -0.001
C 0.015 -0.014 0.016
H 0.005 0.003 -0.004
H 0.010 0.041 -0.009

Its frontier orbital gap (spin up / spin down) is 7.32 / 3.46 eV. The energy above the lowest of the compared OMol25 structures with the same formula, charge and spin comes out at 18.1 kcal per mole. The expectation value of S² is 6.057. For the largest force on an atom, the calculation gives 1.83 eV Å⁻¹. The value obtained for the total energy is -75682.802 eV. As for the spin multiplicity: 5. The value obtained for the LUMO energy (spin up / spin down) is -10.71 / -14.71 eV. The charge is +4.

# 4
C2H13N2O3 | ωB97M-V/def2-TZVPD

Element x y z (Å)
N -0.4227 0.7426 -0.9833
H 2.9467 -0.4062 0.9903
H -1.8470 -2.1017 1.2886
N 0.9644 -0.8175 0.1775
O -2.8071 -0.6714 -1.3908
H 2.5455 -1.2519 -0.9244
H -3.2918 -0.3319 -2.1887
H 0.0413 -1.1364 0.7193
H -2.0091 -1.0916 2.4793
H -3.4199 -0.0961 -0.9533
O -1.4209 -1.3562 1.7174
H -1.2068 0.1669 -1.2260
C 0.7077 0.3433 -0.4629
H 1.5581 1.1267 -0.5875
H 2.5313 -2.1595 0.5365
O 1.3618 2.7758 0.4797
H -0.4660 1.6258 -1.5663
H 2.2597 2.9487 0.5916
H 1.2792 2.2955 1.3085
C 2.3284 -1.1848 0.2499

Cartesian forces (eV/Å) of the 6 atoms listed first:
N 0.021 1.805 -1.281
H -1.212 -2.063 -2.419
H -0.304 -0.196 0.066
N -5.303 2.114 0.454
O -1.232 1.009 -1.952
H 0.943 0.669 2.764

Its frontier orbital gap is 11.02 eV. The energy above the lowest of the compared OMol25 structures with the same formula, charge and spin comes out at 56.6 kcal per mole. For the largest force on an atom, the calculation gives 5.73 eV Å⁻¹. The value obtained for the total energy is -11399.891 eV. The value obtained for the LUMO energy is -2.81 eV. The charge is +1.

What is the charge in the second record? -2

Among the records above, which one has the highest charge? C39H35ClN7OsP